Record 1
The following is a DFT calculation (ωB97M-V with the def2-TZVPD basis set) of the molecule C13H20N4O3S.

Cartesian coordinates (Å):
O 3.6335 0.5070 -1.3289
S -2.4977 2.6192 0.0424
C -2.1937 -1.4091 0.9403
C -2.1668 -1.6692 -1.8430
C -1.0647 -2.0690 0.1480
H -4.3086 -0.2066 1.6441
H -2.3741 1.3979 2.0709
H 1.1890 0.3236 1.7900
N 1.6017 1.8640 -2.4688
C -3.3487 -1.0403 -1.1056
C 0.8019 0.8300 0.9157
C 1.5753 0.9475 -0.2348
H -1.7722 -0.9116 1.8150
C -0.8985 1.9419 -0.0515
H -2.4998 -2.1795 -2.7482
H -4.6262 0.6644 0.1295
H 4.5390 -1.6961 1.4526
C 5.6506 0.1410 1.1380
C -3.2003 1.6260 1.4019
H 6.6204 -0.3455 1.1883
O 3.2853 -0.2991 0.7407
N -2.8548 -0.4212 0.1090
C 4.5911 -0.8748 0.7349
C -3.8395 0.3647 0.8263
N -0.2651 2.1517 -1.1884
H 2.5414 1.5038 -2.5710
H -0.6154 -2.8800 0.7239
H 1.1350 2.3829 -3.1914
H -0.2957 -1.3152 -0.0776
H -3.9416 2.2477 1.8998
H 4.8030 -1.2658 -0.2657
H 5.4137 0.5659 2.1105
C 2.9195 0.3854 -0.3498
H -4.0987 -1.8235 -0.8926
H 5.6959 0.9417 0.4039
H -1.4509 -0.8761 -2.1084
C 0.9714 1.6645 -1.3114
H -2.9038 -2.1881 1.2752
H -3.8012 -0.2734 -1.7372
O -1.5315 -2.6429 -1.0489
N -0.4181 1.3161 1.0221

Cartesian forces (eV/Å) of the 3 atoms listed first:
O 0.052 -0.076 0.148
S -0.475 0.143 0.198
C 0.217 -0.162 -0.152

The value obtained for the HOMO energy is -8.520 eV. As for the SMILES: CCOC(=O)c1cnc(SCCN2CCOCC2)nc1N. For the largest force on an atom, the calculation gives 0.012 hartree/bohr. The molar mass is 312.395 g/mol. The energy relative to the best compared isomer or geometry (same formula, charge and spin) is 0.6728 eV. The calculation puts the total energy at -36744.5476 eV. For the orbital gap, the calculation gives 8.94 eV.

Atom charges from the Mulliken analysis, given in e for atoms 1 to 8: -0.746 -0.237 -0.968 -0.578 -0.260 0.314 0.335 0.547



Record 2
The following is a DFT calculation (ωB97M-V with the def2-TZVPD basis set) of a cluster of 17 separate species, C23H42Br2Cl32O2 in total in a non-equilibrium geometry.

Cartesian coordinates (Å):
H -4.1598 -1.9990 -0.4311
Cl 4.5443 3.9894 -1.6494
H 0.4553 -2.3345 -3.8190
Br -4.3392 0.3554 3.2532
H 0.7263 4.4235 -3.3668
Cl -5.9659 -3.5701 -2.7019
H 0.5774 -2.6942 -9.1089
Cl -4.0871 -7.8022 -0.9663
Cl -1.1493 -0.7192 -3.3054
H -2.7581 -1.2061 1.5278
C 0.4072 -5.4933 -1.0287
H -6.5192 1.3023 1.5357
H 4.6635 -0.0869 -7.6119
C -6.6968 -5.1816 -2.6909
H 5.1704 1.4922 -6.9733
Cl 3.8539 3.6734 1.1769
C -4.5975 0.4516 1.3164
C 2.3358 0.1625 2.1039
C -2.1601 -2.9370 -0.0038
Cl 6.3694 -1.9269 4.2334
Cl 8.3817 3.6058 7.6574
Cl 6.0725 0.1164 6.3043
H 0.7161 7.7964 -5.1000
C -1.0790 -0.8879 0.2418
H -0.6632 -5.3236 -0.9894
H -5.9850 1.2345 -0.1137
H 5.5370 -2.1744 6.4187
H 2.5068 4.4632 -0.5695
Cl 3.5000 -3.1805 3.8529
C 3.4072 1.7636 5.6125
Cl 5.4674 3.5813 7.3847
H -8.3767 2.1810 5.9603
H -6.8321 -5.5117 -3.7141
H 7.2932 -1.8936 6.3950
C 3.5517 4.5802 -0.3086
H 0.8335 -5.3964 -0.0373
Cl 0.6342 2.0959 -3.0405
Cl 1.0084 5.9635 2.0392
C -2.5628 -0.7554 0.5498
H -2.7666 -1.5809 -1.4510
Cl 0.7851 -0.2303 2.8570
Cl -1.6539 6.4110 3.1675
C -3.2061 0.6186 0.6195
C -5.6579 1.4489 0.8947
Cl 0.9000 -3.5454 2.5378
H 0.4249 -1.0340 -5.0296
H -4.9483 -0.5270 1.0103
Cl 0.6256 5.4815 -5.5053
O -0.9517 -2.3423 0.0512
H 0.6277 -3.9932 -7.8964
C -0.6991 6.2623 1.6875
H -0.4618 -0.7080 1.1115
C -7.5601 2.2627 5.2528
Cl -7.9831 1.3644 3.7922
Cl 1.1339 -4.2748 -2.0798
C -3.0962 -1.7975 -0.4366
H 2.9815 -0.7075 2.1663
C 0.5542 -2.9229 -8.0499
Cl 2.1520 0.6203 0.4108
Cl 2.9999 0.9123 -6.2866
C 1.4479 6.9974 -5.1155
H 2.0148 -5.0007 4.0081
C 6.3409 -1.6018 5.9685
H -6.0368 -5.8634 -2.1654
H 1.3930 -3.5572 4.8375
Cl -0.9791 -2.3558 -7.3766
H 2.1972 7.1912 -5.8738
C 1.8938 -3.9253 3.9491
H -1.0840 5.4334 1.1049
H -0.7610 -0.4762 -0.7053
C 4.3549 0.9342 -7.4181
H -1.9013 -7.3733 -1.7226
H 7.0050 1.8842 6.8193
H -5.3430 2.4813 1.0060
C 0.3917 -1.2648 -3.9711
Cl 4.4474 1.8684 4.1835
Cl 3.9156 1.6951 -8.9532
Cl 0.4177 4.1937 -1.0371
H 7.0953 3.2777 5.7113
Br -3.3461 1.5130 -1.1107
Cl 1.7723 -0.4800 -3.1718
H -0.7820 7.1844 1.1242
Cl -7.2740 3.9720 4.9078
Cl 2.2399 6.9176 -3.5361
Cl 1.9326 -2.1387 -7.2685
C 0.1441 3.7664 -2.7355
H 2.6392 2.5257 5.5442
H 2.7750 0.9911 2.6354
H -2.5168 -8.9302 -2.3086
O -2.3838 -4.0338 0.2559
C -2.7599 -7.8891 -2.1310
C 7.0030 2.9715 6.7475
H -6.6562 1.8357 5.6723
H 4.0140 1.9247 6.4968
H -0.9123 3.8781 -2.9568
Cl 0.6963 -7.1369 -1.6229
Cl -3.1982 -7.1336 -3.6680
H -2.6200 1.2157 1.3112
Cl -8.2684 -5.1711 -1.8805
H 3.7837 5.6257 -0.1355
Cl 2.6261 0.1780 5.7235

Cartesian forces (eV/Å) of the 3 atoms listed first:
H -0.072 -0.286 0.204
Cl -0.048 0.034 -0.058
H 0.066 0.002 0.075

The value obtained for the HOMO energy is -10.002 eV. For the largest force on an atom, the calculation gives 0.106 hartree/bohr. The molar mass is 1644.891 g/mol. The calculation puts the total energy at -569429.8998 eV. For the orbital gap, the calculation gives 10.32 eV.

Atom charges from the Mulliken analysis, given in e for atoms 1 to 8: 0.427 -0.170 0.090 -0.126 -0.500 -0.113 0.277 -0.172



Record 3
The following is a DFT calculation (ωB97M-V with the def2-TZVPD basis set) of the molecule CH3N3O3 in a non-equilibrium geometry.

Cartesian coordinates (Å):
O -0.8471 -0.9887 0.3109
H -2.5826 -1.2825 -0.6507
H -0.4729 0.9718 0.8436
N 1.3160 0.0057 -0.0073
C -1.9031 -0.4705 -0.2427
H 2.9415 0.8719 -0.3503
O -2.1169 0.7449 -0.2283
N 2.0114 1.0879 -0.0124
O 1.4510 -1.1123 -0.4660
N 0.2026 0.1717 0.8032

Cartesian forces (eV/Å) of the 3 atoms listed first:
O -3.860 -5.287 -1.774
H 0.376 1.046 0.063
H 1.239 0.340 -0.126

The value obtained for the HOMO energy (spin up / spin down) is -7.455 / -10.646 eV. The multiplicity is 3. For the largest force on an atom, the calculation gives 0.132 hartree/bohr. The molar mass is 105.053 g/mol. The energy relative to the best compared isomer or geometry (same formula, charge and spin) is 3.4080 eV. The calculation puts the total energy at -11688.6506 eV. For the orbital gap (spin up / spin down), the calculation gives 7.37 / 6.97 eV.

Atom charges from the Mulliken analysis, given in e for atoms 1 to 8: -0.372 0.334 0.377 0.988 0.298 0.271 -0.611 -0.569



Record 4
The following is a DFT calculation (ωB97M-V with the def2-TZVPD basis set) of the molecule C4H9N3S in a non-equilibrium geometry.

Cartesian coordinates (Å):
H 2.6708 -0.7905 1.3962
C 0.7264 1.3656 -0.9081
H 0.6142 2.7042 0.8075
N 0.4583 -0.5784 0.6499
H -0.0543 1.8640 -1.4463
H 2.1497 1.5941 0.8915
H -2.0993 -0.7245 1.4422
H -1.8248 -1.5054 -1.5878
C 1.1100 1.8403 0.4244
H 1.4053 0.7701 -1.6105
N 0.2104 0.7079 0.3196
S 2.2041 -1.1492 0.2701
H -1.4406 0.1963 -0.9850
N -0.4748 -1.5540 -0.0053
C -1.7895 -1.4691 0.5771
H -2.3848 -2.3340 0.5531
C -1.4810 -0.9375 -0.7887

Cartesian forces (eV/Å) of the 3 atoms listed first:
H 0.610 0.580 2.007
C 0.587 -1.706 -1.346
H -0.007 0.543 0.315

The value obtained for the HOMO energy is -8.293 eV. As for the SMILES: SN(N1CC1)N1CC1. For the largest force on an atom, the calculation gives 0.067 hartree/bohr. The molar mass is 131.204 g/mol. The energy relative to the best compared isomer or geometry (same formula, charge and spin) is 6.1467 eV. The calculation puts the total energy at -19593.4896 eV. For the orbital gap, the calculation gives 9.05 eV.

Atom charges from the Mulliken analysis, given in e for atoms 1 to 8: 0.113 -0.580 0.226 -0.099 0.340 0.162 0.228 0.319



Record 5
The following is a DFT calculation (ωB97M-V with the def2-TZVPD basis set) of a structure of composition C50H114BF22N11O17S6 in a non-equilibrium geometry.

Cartesian coordinates (Å):
C 12.9085 14.5139 24.2271
H 12.4705 23.0863 22.8441
C 24.3356 16.2037 17.3046
C 25.3281 17.9012 15.8823
F 13.5173 13.6881 10.5421
H 12.9427 18.7347 18.6485
H 16.9025 11.9701 10.1654
S 13.6942 14.2390 12.9818
H 15.1206 12.9292 21.9994
O 12.0489 19.3459 21.6063
F 16.9768 16.3499 21.4131
C 22.9117 15.6528 17.6380
H 18.1285 9.8304 17.7789
H 18.9266 19.6192 16.3158
O 15.2819 13.9932 19.3713
O 14.6954 17.1884 19.9326
C 17.0704 21.4307 30.3306
H 12.8832 24.3724 21.6107
O 13.7161 12.8696 13.4702
C 18.9819 20.8160 27.6478
H 10.0301 23.4195 18.5333
O 13.0923 15.2599 13.8001
O 16.1806 18.4812 18.5067
C 16.0359 22.9977 21.1695
H 19.7903 19.7521 25.4837
S 11.1384 19.8754 24.5392
H 25.3639 18.9837 16.0569
O 11.6260 16.9357 22.0561
F 9.0720 19.9115 21.8722
H 18.3467 22.8914 28.3504
F 9.4019 20.7328 26.2682
S 15.9220 17.2862 19.1792
C 12.6831 14.1786 11.5057
H 12.8088 14.3078 28.5502
C 20.5899 20.8119 29.6263
F 9.6536 18.5394 20.3460
H 15.6580 6.6844 18.9019
H 22.4183 16.0497 15.6827
H 12.4186 13.5677 24.4843
S 15.4668 16.0455 12.1696
H 10.0758 16.7969 15.5822
H 12.0861 13.2775 27.2667
H 9.9693 18.3448 17.4772
N 16.6429 6.9907 18.8214
N 13.6395 22.4717 21.2861
F 17.9919 13.3844 14.7829
H 14.4368 7.9797 14.0005
H 10.9250 17.2938 18.4609
H 19.1392 19.7462 27.5845
C 12.3498 22.0525 20.5988
H 11.3004 23.9856 20.3501
H 19.1809 15.8752 16.0262
H 14.3618 20.4393 21.3774
C 13.6439 14.7544 26.5746
F 19.5985 12.0146 13.8471
C 19.5435 20.7515 25.3183
H 12.4086 16.1858 16.4144
O 18.8024 7.8824 17.6547
C 18.6804 17.8026 15.1362
H 10.8978 15.0189 25.2230
C 15.7567 21.8858 22.2546
C 11.4605 15.4129 27.3248
H 24.9512 16.5215 18.2055
N 16.4110 11.9792 13.0408
N 12.9696 15.4429 25.4263
H 15.6405 10.3113 18.7445
H 20.0416 21.1906 24.4514
H 13.4340 12.5158 22.3848
H 16.6911 18.5472 15.7734
C 16.9923 15.7324 11.1688
H 20.2004 9.0997 16.5263
H 11.7316 16.2883 27.9276
H 20.6412 7.4978 16.7775
H 11.4741 15.1029 15.4022
H 20.5828 8.5869 18.1302
H 22.8745 14.4444 15.9412
N 22.3584 15.2576 16.3288
S 11.2465 18.3080 22.3049
C 13.6325 16.6695 24.9401
H 18.5034 20.8136 24.9355
H 23.4641 13.6876 18.2004
H 23.2067 14.8556 19.5886
H 20.2216 16.8493 12.4161
C 18.0868 8.8685 18.3029
O 12.1135 20.0069 25.6555
F 17.5334 14.0717 17.2993
H 19.3850 22.5905 26.5297
F 8.7022 17.9133 22.2621
H 21.3612 21.3078 28.9748
F 8.4795 19.5749 24.6927
H 17.8259 19.6221 29.4281
H 18.6463 20.0683 30.8855
H 18.4205 8.9737 19.4031
H 14.4295 23.9207 19.8510
H 22.4066 16.5099 18.0570
F 11.6732 13.2580 11.5753
H 12.2451 15.0844 23.5686
C 14.1616 13.3596 22.3328
O 20.4920 16.2675 14.4645
H 9.8759 21.9646 19.5886
N 17.1707 17.6699 15.5454
H 16.5911 21.1376 31.2656
H 11.6035 21.8696 21.3425
H 17.1209 6.3464 18.1825
F 16.1228 14.6034 15.7354
H 11.6223 14.8504 17.0264
H 8.7349 14.8971 16.3711
H 20.4393 18.8990 15.8444
F 17.5355 14.5589 11.5418
C 16.2581 13.9592 16.9211
N 16.1758 16.1295 18.1544
N 15.0796 14.5534 12.4347
H 21.5019 15.6197 12.7349
H 10.4242 15.1591 27.5924
H 10.8735 21.8891 18.1424
H 13.4239 19.4740 17.1001
H 8.4151 16.3672 17.4342
H 11.2647 16.7747 25.6635
C 19.4125 18.6378 16.2110
H 14.6783 8.8743 19.0137
H 11.8866 19.9857 17.9510
N 19.2060 21.1739 29.1718
C 16.0489 9.5770 12.6426
C 15.1642 8.5880 14.5810
H 15.0910 11.2883 11.5550
H 15.8956 22.2844 23.2534
C 17.8767 22.7263 30.5152
N 11.1446 18.4309 23.8516
H 17.3570 23.6888 30.5088
H 20.7667 19.7431 29.6845
O 15.5127 9.8224 13.9275
O 12.0283 18.1263 16.8911
C 17.0141 11.0221 10.7236
C 14.3168 14.1842 23.6152
H 15.7141 11.9560 13.8018
C 9.1686 15.6397 17.0947
C 14.3224 21.3361 22.0067
C 18.8448 22.6620 29.2987
C 14.6958 22.9900 20.3371
F 16.7361 15.6869 9.7947
H 16.0739 7.9861 14.5920
H 16.9859 16.9529 16.2728
H 17.3461 11.8522 13.3977
H 12.5581 21.1847 19.9814
H 13.8706 14.0959 21.5198
H 16.1341 23.9402 21.7293
H 16.6681 17.4118 14.6703
C 22.8965 14.5367 18.5959
B 19.2233 12.7118 15.0399
H 13.2933 16.9908 23.9525
F 17.3391 18.4155 21.0596
C 10.7771 17.6128 17.4208
C 20.4947 16.0004 13.0552
O 13.9447 15.1399 17.6375
H 14.8845 13.7088 24.4172
C 19.1998 16.3060 15.0017
F 20.1720 13.6888 15.4302
F 15.8812 12.6974 16.7582
H 21.8964 14.1341 18.6585
C 11.7193 23.1418 19.7423
C 10.5533 22.5627 18.9554
N 11.5901 15.5271 16.3263
H 18.5133 22.7103 31.4002
H 14.6713 16.4609 24.8259
H 17.0770 9.2310 12.7362
C 16.6571 8.4320 18.2378
O 16.0597 16.6632 13.2968
H 24.9564 15.4809 16.7176
C 12.4659 14.2684 27.5295
C 15.7162 9.2539 19.0416
H 19.4458 18.0141 17.1325
H 12.4218 23.5426 19.0521
H 15.9453 9.1451 20.1291
H 16.8714 22.7995 20.5235
H 18.0367 10.9908 11.1786
H 21.3753 14.9292 16.3189
H 16.3565 8.3624 17.2008
F 9.7035 18.6137 26.2050
C 12.5922 19.1427 17.6882
H 13.4260 17.4176 25.7260
C 13.2157 23.5268 22.2316
H 13.7569 21.1185 22.9004
H 19.7478 15.1888 12.9035
H 9.4434 15.1308 18.0174
H 16.8017 10.1837 10.0389
H 14.1934 15.5267 27.1010
C 16.0464 10.9607 11.9397
H 16.3081 12.9442 12.6729
O 24.1199 17.3910 16.5682
H 20.7281 21.1818 30.6324
H 17.1036 6.9964 19.7205
F 17.8032 16.8235 11.4331
C 20.0816 8.2660 17.2436
H 14.7806 15.1154 23.2596
C 11.4810 15.7320 25.8392
C 9.5686 18.7372 21.7379
S 15.2247 14.8765 18.1927
H 19.7325 23.2627 29.4395
H 14.7177 8.8229 15.5396
H 16.4229 21.0421 22.0585
C 9.5771 19.7367 25.4555
H 16.3714 21.5970 29.4572
F 19.1016 11.7296 16.1111
H 18.7544 18.3316 14.1593
C 19.7579 21.5508 26.5944
O 11.0479 20.9234 23.5143
H 17.9189 21.0113 27.4835
F 18.4440 16.8389 19.8864
C 17.2463 17.2201 20.5398
F 12.2470 15.3887 11.2903
H 25.2290 17.6124 14.7966
H 14.8219 22.2392 19.6048
H 14.0599 23.8235 22.8264
C 18.1710 20.4727 29.9868
H 18.4857 15.7923 14.4182
H 14.2171 13.9328 26.2492
C 10.3585 16.3876 16.5346
H 26.2405 17.4476 16.3355
H 15.4614 8.8635 12.0160
H 20.8084 21.6386 26.8694
O 14.5425 16.7906 11.3569

Cartesian forces (eV/Å) of the 3 atoms listed first:
C 0.585 -0.051 -0.720
H -0.874 -0.022 0.621
C 0.748 0.635 0.595

Its total charge is +4. The value obtained for the HOMO energy is -16.256 eV. For the largest force on an atom, the calculation gives 0.090 hartree/bohr. The molar mass is 1762.692 g/mol. The calculation puts the total energy at -230340.2832 eV. For the orbital gap, the calculation gives 9.97 eV.

Atom charges from the Mulliken analysis, given in e for atoms 1 to 8: -1.104 0.273 -0.712 -0.713 -0.202 0.078 0.300 0.910